Record 1
Below is a single C3H9N2OP molecule in a non-equilibrium geometry, with properties calculated with ωB97M-V/def2-TZVPD.

**E_LUMO**: 1.0 eV
**Energy above the lowest of the compared OMol25 structures with the same formula, charge and spin**: 10.3 kcal/mol
**Multiplicity**: 1
**E_HOMO**: -8.84 eV
**SMILES**: C[C@@H]1CNP(O)N1
**Total charge**: 0

Bonds (Å) are listed after each position.
Geometry (Å):
1 C -0.89460 1.61893 0.02994  C2 1.531, H8 1.032, H9 1.043, H10 1.095
2 C -0.66516 0.18154 0.50400  C1 1.531, C3 1.578, N7 1.490, H11 1.088
3 C 0.78779 0.03381 1.10085  C2 1.578, N4 1.562, H12 1.003, H13 1.035
4 N 1.45495 -1.16673 0.35677  C3 1.562, P5 1.838, H14 1.006
5 P 0.39016 -1.91046 -0.94373  N4 1.838, O6 1.602, N7 1.725
6 O 1.09898 -1.31268 -2.25029  P5 1.602, H15 0.932
7 N -0.82027 -0.71019 -0.67984  C2 1.490, P5 1.725, H16 1.031
8 H -0.42883 1.85212 -0.86039  C1 1.032
9 H -0.58154 2.30729 0.74898  C1 1.043
10 H -1.94673 1.90025 -0.08674  C1 1.095
11 H -1.34912 -0.07193 1.31192  C2 1.088
12 H 1.29674 0.86098 0.85100  C3 1.003
13 H 0.82013 -0.16593 2.11569  C3 1.035
14 H 1.70438 -1.83125 1.06954  N4 1.006
15 H 0.86395 -0.42539 -2.41310  O6 0.932
16 H -1.73083 -1.16037 -0.85459  N7 1.031



Record 2
Below is an isolated ion of composition C3H9N2S and charge -1 in a non-equilibrium geometry, with properties calculated with ωB97M-V/def2-TZVPD.

**E_LUMO**: 3.7 eV
**Energy above the lowest of the compared OMol25 structures with the same formula, charge and spin**: 33.3 kcal/mol
**Multiplicity**: 1
**E_HOMO**: -2.32 eV
**SMILES**: NCNCC[S-]
**Total charge**: -1

Bonds (Å) are listed after each position.
Geometry (Å):
1 N -2.36370 -0.47532 -0.26768  C2 1.565, H7 1.008, H8 0.971
2 C -1.12346 -0.53517 -1.22110  N1 1.565, N3 1.469, H9 1.093, H10 1.068
3 N 0.13366 0.11755 -0.83096  C2 1.469, C4 1.393, H11 1.030
4 C 0.64106 -0.13808 0.44054  N3 1.393, C5 1.623, H12 1.101, H13 1.077
5 C 2.03019 0.57032 0.89213  C4 1.623, S6 1.722, H14 1.108, H15 1.109
6 S 2.71276 0.07512 2.39382  C5 1.722
7 H -2.10322 -0.50710 0.70582  N1 1.008
8 H -2.76238 0.39885 -0.40981  N1 0.971
9 H -1.63648 -0.21881 -2.13311  C2 1.093
10 H -0.82796 -1.55633 -1.32084  C2 1.068
11 H -0.03265 1.11718 -1.01727  N3 1.030
12 H 0.05561 0.14821 1.32751  C4 1.101
13 H 0.95588 -1.16074 0.56467  C4 1.077
14 H 2.68918 0.55926 0.00143  C5 1.108
15 H 1.63149 1.60505 0.87484  C5 1.109